Record 1
DFT (ωB97M-V/def2-TZVPD) results for a single C2H5N3O molecule in a non-equilibrium geometry.

Structure (XYZ):
```
11
Properties=species:S:1:pos:R:3:forces:R:3:mulliken_charge:R:1
N 0.0533 -2.1255 0.3371 0.27 1.05 0.07 -0.350
N 1.0259 -1.1596 0.5360 -1.67 -1.49 0.25 -0.348
C 0.7975 0.0446 0.1770 2.70 -0.68 -0.55 -0.286
C -0.3533 0.5874 -0.5587 -0.95 -5.70 1.39 0.767
N -0.3079 1.8574 -0.5160 -1.93 10.55 1.63 -0.473
O -1.2562 -0.1781 -0.9709 0.94 1.95 0.04 -0.677
H -0.8989 -1.7903 0.1871 0.41 0.07 -0.26 0.236
H 0.1000 -2.8829 0.9926 0.50 -0.03 0.19 0.238
H 1.7448 0.6318 0.2545 -1.10 0.04 0.06 0.290
H -1.2107 2.4938 -0.6217 2.22 -2.47 -0.44 0.302
H 0.3055 2.5215 0.1830 -1.40 -3.28 -2.39 0.301
```
Forces are in eV/Å.

Its net charge is 0. The value obtained for the HOMO energy is -9.10 eV. Its structure (SMILES) is N/N=C\C(N)=O. As for the LUMO energy: 0.55 eV.

=====

Record 2
DFT (ωB97M-V/def2-TZVPD) results for 2 unconnected molecules or ions with the total composition C2H5N3O2 in a non-equilibrium geometry.

Structure (XYZ):
```
12
Properties=species:S:1:pos:R:3:forces:R:3:mulliken_charge:R:1
H -1.8274 -1.3453 -0.9405 0.21 0.92 0.50 0.226
N -1.6481 -0.3222 -0.9227 0.61 -1.42 0.94 -0.732
C -1.2171 0.1742 0.1823 -3.31 1.47 -2.36 0.858
N -0.9106 1.5461 0.0945 1.76 -0.49 0.90 -0.671
O -1.2944 -0.2752 1.4160 0.29 -0.80 0.97 -0.464
H -1.5860 2.2133 0.3557 -1.24 0.37 1.37 0.215
H -0.9014 1.6764 -0.8650 0.66 0.47 -2.36 0.280
H -0.9526 0.4241 1.9909 0.11 -0.25 0.01 0.348
N 3.2147 -1.3064 -0.3919 -3.64 -2.67 0.01 -0.377
C 2.0609 -1.0665 -0.3199 1.54 1.41 0.53 0.439
O 0.9776 -0.7153 -0.1435 -1.08 -0.59 -0.11 -0.338
H 4.0844 -1.0033 -0.4559 4.11 1.58 -0.41 0.216
```
Forces are in eV/Å.

Its net charge is 0. The value obtained for the HOMO energy is -9.29 eV. Its structure (SMILES) is [H]/N=C(/N)O.N=C=O. As for the LUMO energy: 0.70 eV.

=====

Record 3
DFT (ωB97M-V/def2-TZVPD) results for a single C2H5N3O2 molecule in a non-equilibrium geometry.

Structure (XYZ):
```
12
Properties=species:S:1:pos:R:3:forces:R:3:mulliken_charge:R:1
N 1.5195 -1.2892 0.2917 0.47 0.62 -3.15 -0.493
N 0.9543 -0.1260 0.8226 -2.28 -0.45 -3.73 -0.346
C 0.0669 0.1485 -0.1840 0.02 3.96 8.35 0.411
N -0.1471 -0.5117 -1.2466 -1.00 0.08 -3.76 -0.447
C -1.0409 1.1117 0.2709 -3.92 1.53 0.26 0.614
O -2.1683 1.5144 -0.3030 6.35 -2.40 2.32 -0.642
O -0.8068 1.3710 1.6117 -3.32 1.77 -1.46 -0.419
H 2.3818 -1.6049 0.6927 0.43 0.48 0.35 0.225
H 1.6115 -0.9791 -0.7789 1.48 -1.83 2.70 0.260
H 0.1881 -1.4245 -1.2885 -0.20 -1.87 -0.52 0.231
H -0.9018 -0.1160 -1.7741 -0.32 -0.61 -0.67 0.243
H -1.6571 1.9059 1.8856 2.29 -1.28 -0.68 0.363
```
Forces are in eV/Å.

Its net charge is 0. The value obtained for the HOMO energy is -8.50 eV. Its structure (SMILES) is N/N=C(\N)C(=O)O. As for the LUMO energy: 0.39 eV.

=====

Record 4
DFT (ωB97M-V/def2-TZVPD) results for a single C2H5N3O2 molecule.

Structure (XYZ):
```
12
Properties=species:S:1:pos:R:3:forces:R:3:mulliken_charge:R:1
N 2.0539 0.9462 0.0374 0.37 -0.56 -0.45 -0.495
N 1.9450 -0.3940 -0.4184 -0.71 -0.04 0.10 -0.403
C 0.7938 -0.9122 -0.2275 0.37 0.75 0.12 0.018
N -0.2354 -0.2560 0.4805 0.32 0.10 -0.03 -0.281
O -1.4735 -0.8879 0.2211 -0.16 -0.23 -0.02 -0.227
C -2.4390 -0.0357 -0.1554 0.03 0.12 -0.15 0.206
O -2.3022 1.1464 -0.2861 0.00 -0.10 0.06 -0.509
H 3.0440 1.1815 0.0024 -0.36 -0.06 -0.02 0.276
H 1.7552 1.0025 0.9974 -0.11 0.14 0.49 0.208
H 0.5584 -1.9141 -0.5455 0.16 -0.17 -0.09 0.405
H -0.3440 0.7277 0.2273 0.11 0.07 -0.07 0.449
H -3.3562 -0.6045 -0.3330 -0.03 -0.01 0.07 0.353
```
Forces are in eV/Å.

Its net charge is 0. The value obtained for the HOMO energy is -8.97 eV. Its structure (SMILES) is N/N=C\NOC=O. As for the LUMO energy: 0.92 eV.